Entry 1:
Below is a structure of composition C22H24N7PbS at a distorted geometry, with properties calculated with ωB97M-V with the def2-TZVPD basis set.

Calculated values
relative energy (zero: lowest compared OMol25 entry of this formula, charge and spin)	0.00	kJ/mol
maximum force	1.8	eV/A
E_LUMO	-9.63	eV
HOMO energy	-0.61320	hartree
HOMO-LUMO gap	7.052	eV

```
! RIJCOSX wB97M-V def2-TZVPD def2/J DEFGRID3
* xyz 3 1
Pb -0.219 0.243 0.445
N -2.225 -0.363 -0.638
C -3.412 0.188 0.003
C -4.602 -0.469 -0.298
C -5.813 -0.029 0.192
C -5.771 1.084 1.047
C -4.572 1.736 1.305
C -3.349 1.412 0.723
C -2.202 2.425 0.840
C -2.446 3.795 0.853
C -1.477 4.755 1.141
C -0.202 4.393 1.420
C 0.148 3.044 1.348
C -0.852 2.161 0.996
H -2.384 -1.351 -0.736
H -2.252 -0.033 -1.611
H -4.605 -1.343 -0.959
H -6.719 -0.583 -0.029
H -6.659 1.483 1.486
H -4.627 2.606 1.944
H -3.446 4.144 0.710
H -1.730 5.815 1.101
H 0.597 5.113 1.529
H 1.206 2.770 1.379
N 3.368 -0.798 2.647
C 4.013 0.247 2.073
C 3.159 0.792 1.171
N 2.000 0.115 1.208
C 2.128 -0.828 2.134
C 0.966 -1.664 2.425
N -0.225 -1.381 1.899
C -1.125 -2.283 2.373
C -0.469 -3.145 3.193
N 0.863 -2.747 3.197
H 3.713 -1.311 3.450
H 5.069 0.476 2.253
H 3.332 1.576 0.455
H -2.154 -2.266 2.010
H -0.814 -4.004 3.730
H 1.595 -3.165 3.712
S 0.153 -0.761 -1.837
C 1.659 -1.193 -2.585
N 2.646 -0.343 -2.637
C 3.776 -0.490 -3.557
C 3.978 -1.994 -3.824
C 2.651 -2.619 -4.282
N 1.661 -2.340 -3.241
H 2.453 0.567 -2.278
H 4.645 -0.053 -3.078
H 3.582 0.032 -4.476
H 4.370 -2.505 -2.949
H 4.726 -2.102 -4.609
H 2.717 -3.722 -4.416
H 2.317 -2.123 -5.220
H 0.862 -2.963 -3.130
*
```

=====

Entry 2:
Below is a cluster of 2 separate species, C22H24O4 in total at a distorted geometry, with properties calculated with ωB97M-V with the def2-TZVPD basis set.

Calculated values
relative energy (zero: lowest compared OMol25 entry of this formula, charge and spin)	458.44	kJ/mol
maximum force	2.3	eV/A
E_LUMO	-2.33	eV
HOMO energy	-0.22444	hartree
HOMO-LUMO gap	3.777	eV

```
! RIJCOSX wB97M-V def2-TZVPD def2/J DEFGRID3
* xyz 0 1
C 3.003 0.636 -1.584
C 2.794 -0.450 -0.595
C 2.083 -1.583 -1.106
C 1.801 -2.799 -0.292
O 1.692 -1.573 -2.265
C 3.271 -0.380 0.758
C 4.023 0.808 1.274
O 3.089 -1.291 1.554
H 3.562 1.483 -1.193
H 3.545 0.246 -2.448
H 2.038 0.997 -1.943
H 2.071 -2.670 0.753
H 0.739 -3.036 -0.342
H 2.360 -3.644 -0.691
H 4.154 1.590 0.533
H 3.503 1.244 2.127
H 5.012 0.501 1.614
C -1.662 -4.297 3.933
O -0.706 -3.299 4.198
C -0.748 -2.207 3.341
C 0.313 -1.289 3.398
C 0.379 -0.229 2.540
C -0.600 -0.038 1.537
C -0.438 1.014 0.603
C -1.119 1.238 -0.619
C -0.996 2.515 -1.221
C -1.704 2.814 -2.352
C -2.538 1.856 -2.968
O -3.206 2.372 -4.072
C -2.849 3.754 -4.206
C -1.827 4.094 -3.110
C -2.603 0.563 -2.433
C -1.906 0.261 -1.291
C -1.717 -0.906 1.554
C -1.783 -1.958 2.424
H -1.446 -5.152 4.573
H -2.661 -3.925 4.162
H -1.595 -4.608 2.889
H 1.090 -1.455 4.123
H 1.210 0.452 2.598
H 0.302 1.754 0.862
H -0.369 3.265 -0.775
H -2.442 3.905 -5.213
H -3.768 4.348 -4.114
H -2.175 4.901 -2.454
H -0.858 4.396 -3.526
H -3.208 -0.172 -2.936
H -1.910 -0.754 -0.934
H -2.555 -0.695 0.914
H -2.647 -2.597 2.421
*
```

=====

Entry 3:
Below is a structure of composition C22H25BF4N3O3V, with properties calculated with ωB97M-V with the def2-TZVPD basis set.

Calculated values
relative energy (zero: lowest compared OMol25 entry of this formula, charge and spin)	0.00	kJ/mol
maximum force	1.0	eV/A
E_LUMO	-8.17	eV
HOMO energy	-0.53210	hartree
HOMO-LUMO gap	6.312	eV

```
! RIJCOSX wB97M-V def2-TZVPD def2/J DEFGRID3
* xyz 2 1
V 0.373 -0.355 0.340
O -4.748 5.224 -0.882
C -5.175 3.950 -0.812
O -6.337 3.682 -0.781
C -4.120 2.875 -0.798
C -2.905 2.994 -1.464
C -2.000 1.942 -1.458
C -2.339 0.782 -0.785
C -3.541 0.644 -0.106
C -4.436 1.698 -0.126
N -1.419 -0.332 -0.867
C -1.864 -1.391 -1.417
C -0.936 -2.461 -1.742
C -1.354 -3.616 -2.373
C -0.383 -4.493 -2.846
C 0.942 -4.144 -2.684
C 1.267 -2.970 -2.010
N 0.353 -2.136 -1.522
H -3.790 5.279 -0.788
H -2.666 3.891 -2.020
H -1.067 2.017 -2.002
H -3.774 -0.266 0.434
H -5.394 1.624 0.371
H -2.903 -1.451 -1.737
H -2.408 -3.810 -2.512
H -0.661 -5.407 -3.353
H 1.736 -4.764 -3.077
H 2.305 -2.702 -1.883
C 2.440 1.696 2.662
C 2.458 1.863 1.171
C 1.933 3.152 0.616
O 1.566 0.729 0.613
H 3.011 2.521 3.093
H 2.912 0.766 2.975
H 1.428 1.757 3.058
H 3.413 1.573 0.728
H 0.904 3.330 0.919
H 2.009 3.190 -0.469
H 2.546 3.958 1.024
C 0.072 -1.456 2.006
H -0.181 -2.391 1.492
H -0.762 -1.018 2.535
H 0.985 -1.512 2.585
C 4.687 -3.005 0.251
C 3.643 -3.560 0.971
C 2.427 -2.900 1.015
N 2.201 -1.741 0.386
C 3.217 -1.218 -0.323
C 4.461 -1.810 -0.417
H 5.652 -3.493 0.209
H 3.757 -4.491 1.506
H 1.611 -3.338 1.571
H 3.022 -0.294 -0.850
H 5.234 -1.334 -1.004
F -0.684 2.840 3.201
B -1.669 3.011 2.342
F -0.762 0.677 1.220
F -1.427 3.659 1.218
F -2.862 2.540 2.599
*
```

=====

- Which value of maximum force does entry 3 give?
  1.0 eV/A